(1)
C5H9F2N2OS | ωB97M-V with the def2-TZVPD basis set

```
20
Properties=species:S:1:pos:R:3:forces:R:3
C 0.40686 -0.65878 0.76840 1.7 0.8 -2.8
C 2.21439 -0.07479 -1.00155 -1.6 3.9 -0.1
C 2.34640 0.80762 0.97473 0.2 1.2 0.6
C 3.31690 0.64537 -0.20201 1.3 -0.2 1.6
C -4.56354 -0.13232 -0.03305 -0.2 1.1 2.8
N 1.38350 0.03209 0.26496 -0.9 -2.2 0.5
N -0.28460 -1.50259 0.09306 -3.9 -2.3 3.6
O -3.18122 0.13747 0.10833 1.0 -0.9 0.2
F 3.89043 1.78068 -0.61367 -0.5 -0.4 -0.6
F 4.33729 -0.20401 0.15033 -0.6 0.2 -0.5
S -2.58454 1.60223 -0.02150 0.2 0.7 0.0
H 1.73494 0.55168 -1.79931 0.5 -0.2 0.8
H 2.39356 -0.98084 -1.42838 0.7 -2.9 -0.5
H 2.62006 0.43932 1.96363 0.3 0.0 -0.2
H 1.88028 1.77189 1.03187 0.6 1.0 0.3
H -4.61295 -1.13895 -0.36247 -0.7 -0.8 0.1
H -5.00568 0.55532 -0.64575 -0.8 1.4 -2.7
H -5.09764 0.24101 0.89668 0.7 -1.6 -0.3
H -0.12271 -1.86197 -0.81957 0.4 -0.1 -0.8
H -1.07174 -2.01044 0.67526 1.9 1.3 -1.9
```
Forces are in eV/Å.

Output
- net charge = +1
- Kohn-Sham gap (alpha / beta) (Ha) = 0.278 / 0.193
- largest force on an atom (Eh/bohr) = 0.113

=====

(2)
C4H2O2 | ωB97M-V with the def2-TZVPD basis set

```
8
Properties=species:S:1:pos:R:3:forces:R:3
O 3.16470 -0.46191 0.01001 0.0 -0.2 0.0
C 1.99928 -0.47331 -0.00614 0.9 0.1 0.1
C 0.74076 -0.25694 -0.00881 -0.4 -1.5 0.0
C -0.55351 -0.52222 -0.00324 0.9 -0.1 -0.1
C -1.29999 0.74120 0.00917 -0.3 0.3 0.0
O -0.63263 1.73846 -0.00378 -1.0 1.2 0.0
H -1.01949 -1.49927 -0.02301 0.0 -0.1 0.0
H -2.39912 0.73399 0.02579 -0.1 0.1 0.0
```
Forces are in eV/Å.

Output
- Kohn-Sham gap (Ha) = 0.281
- energy relative to the best compared isomer or geometry (same formula, charge and spin) (kJ/mol) = 58.9
- largest force on an atom (Eh/bohr) = 0.032
- SMILES = O=C=C=CC=O

=====

(3)
C5H7ClN2 | ωB97M-V with the def2-TZVPD basis set

```
15
Properties=species:S:1:pos:R:3:forces:R:3
C 1.86208 0.13529 -0.17919 -0.4 -1.9 -0.1
C 0.39508 -0.29445 0.17420 0.4 1.4 -1.0
C -0.32637 -1.13364 -0.84132 4.5 -0.8 -0.7
N -1.55915 -1.17315 -1.02928 -0.5 -0.6 -1.3
N -2.36408 -0.54962 -0.12554 0.5 2.1 5.0
C -1.83059 0.27741 0.82354 0.3 -1.9 -5.5
C -0.49597 0.96047 0.48287 0.2 -4.4 2.1
Cl -0.87095 1.90479 -0.87599 0.5 1.8 -1.4
H 2.42573 -0.86479 -0.29062 -0.4 1.7 0.3
H 2.26603 0.76440 0.66703 -0.2 -0.7 -1.2
H 1.84898 0.59368 -1.16848 0.4 0.5 0.3
H 0.60403 -0.94772 1.00595 -0.8 0.0 1.1
H 0.46316 -1.77986 -1.44098 -2.2 1.0 0.6
H -2.47161 0.71249 1.49542 -1.7 0.7 1.6
H 0.05363 1.39469 1.30240 -0.5 1.1 0.2
```
Forces are in eV/Å.

Output
- Kohn-Sham gap (Ha) = 0.337
- energy relative to the best compared isomer or geometry (same formula, charge and spin) (kJ/mol) = 321.8
- largest force on an atom (Eh/bohr) = 0.114
- SMILES = C[C@@H]1C=NN=C[C@@H]1Cl

=====

(4)
C4H12N2O | ωB97M-V with the def2-TZVPD basis set

```
19
Properties=species:S:1:pos:R:3:forces:R:3
C 0.68973 -0.54604 -0.02872 -0.1 -0.2 0.0
C 0.76353 0.78253 0.43998 -0.5 0.0 0.1
C -1.29932 0.39610 0.73342 0.8 0.0 -0.2
C -2.20018 0.54704 -0.46637 0.0 0.0 0.0
N 0.44362 -0.83854 -1.33026 -0.1 0.0 0.2
N 1.08980 -1.54550 0.80390 -0.1 0.1 -0.1
O 2.75475 0.82446 0.43966 -0.2 0.0 -0.2
H 3.09109 0.95575 -0.45529 0.0 0.0 0.1
H -0.02931 -0.14624 -1.88647 0.0 0.0 0.0
H 0.25657 -1.79302 -1.59236 0.0 0.0 0.1
H 1.20217 -2.46322 0.40181 0.0 0.1 0.0
H 1.89062 -1.24796 1.35141 0.0 0.0 0.0
H 0.60229 1.60878 -0.23081 0.1 0.0 0.0
H 0.90201 0.97547 1.48537 0.0 0.0 0.0
H -1.35846 1.24582 1.41068 0.0 0.0 0.0
H -1.44437 -0.52897 1.28865 0.0 0.0 0.0
H -2.17968 -0.33451 -1.11430 0.0 0.0 0.0
H -3.24925 0.68852 -0.17918 0.1 0.0 0.0
H -1.92562 1.41953 -1.07113 0.0 0.0 0.0
```
Forces are in eV/Å.

Output
- Kohn-Sham gap (Ha) = 0.276
- energy relative to the best compared isomer or geometry (same formula, charge and spin) (kJ/mol) = 436.1
- largest force on an atom (Eh/bohr) = 0.015

=====

(5)
C2H2N2O2 | ωB97M-V with the def2-TZVPD basis set

```
8
Properties=species:S:1:pos:R:3:forces:R:3
C 0.92050 0.99572 -0.51300 0.7 0.3 -0.2
C 0.37966 0.01489 0.34187 -3.4 1.6 4.8
N 1.42806 1.77750 -1.17329 0.1 0.4 -0.3
N -0.81861 -0.63033 -0.18727 -3.2 -0.1 2.5
O -1.77309 -0.68951 0.60390 0.8 0.2 -0.3
O -0.85122 -1.12058 -1.24968 0.8 -0.8 -2.9
H 0.95559 -0.80157 0.65143 1.6 -0.8 0.3
H -0.24089 0.45387 1.52603 2.5 -0.9 -3.8
```
Forces are in eV/Å.

Output
- Kohn-Sham gap (Ha) = 0.409
- energy relative to the best compared isomer or geometry (same formula, charge and spin) (kJ/mol) = 503.0
- largest force on an atom (Eh/bohr) = 0.119

=====

(6)
C3H10O3 | ωB97M-V with the def2-TZVPD basis set

```
16
Properties=species:S:1:pos:R:3:forces:R:3
C 1.63552 -0.44135 0.28525 0.4 0.3 -1.6
C 0.86248 0.32030 1.04133 -0.3 -0.3 0.2
C -0.42102 -0.14417 1.70485 0.4 -0.3 -0.5
O -0.53094 -1.55493 1.81770 0.0 0.2 -0.2
H 2.47322 -0.00721 -0.27349 -0.1 0.0 0.5
H 1.40738 -1.42771 -0.11199 -0.1 -0.1 0.8
H 1.11583 1.37288 1.13956 0.0 0.0 0.3
H -1.24342 0.27551 1.09716 0.0 0.0 0.5
H -0.45848 0.20507 2.73012 -0.2 0.3 0.1
H -0.43347 -1.93629 0.93922 -0.1 -0.1 0.0
O -0.89989 1.76108 -1.25385 -0.1 0.0 0.0
H -0.70250 2.70475 -1.27100 0.0 -0.2 0.0
H -0.15137 1.32595 -0.82719 0.2 0.2 0.0
O -0.69616 -1.06949 -2.12370 0.0 -0.1 0.1
H -0.86307 -1.14452 -3.07140 -0.1 0.2 0.3
H -1.09411 -0.23986 -1.82255 0.0 -0.1 -0.5
```
Forces are in eV/Å.

Output
- Kohn-Sham gap (Ha) = 0.392
- energy relative to the best compared isomer or geometry (same formula, charge and spin) (kJ/mol) = 91.5
- largest force on an atom (Eh/bohr) = 0.032
- SMILES = C=CCO.O.O

=====

(7)
C29H31CdGe2N3O | ωB97M-V with the def2-TZVPD basis set

```
67
Properties=species:S:1:pos:R:3:forces:R:3
Cd -0.25664 0.58776 -0.69500 0.6 -0.3 -1.1
C 2.98572 -0.05472 -3.78908 -0.1 0.1 0.0
C 2.00525 0.52056 -2.81387 0.0 -0.5 -0.4
N 0.96447 -0.12767 -2.43318 -0.4 0.8 0.8
N 0.62904 -1.31385 -2.91849 0.0 -0.9 -0.6
C -0.26618 -1.98988 -2.18383 0.6 0.6 -0.3
O -0.65879 -1.64915 -1.02576 -0.3 0.5 0.2
C -0.77533 -3.23344 -2.79968 -0.1 -0.2 0.1
C -1.38400 -4.18559 -1.98509 0.0 0.1 0.0
C -1.86218 -5.36321 -2.53399 0.0 0.0 0.0
C -1.74750 -5.58694 -3.89886 0.0 0.0 0.0
C -1.15302 -4.63340 -4.71507 0.0 0.0 0.0
C -0.66091 -3.46011 -4.17014 0.0 0.0 0.1
C 2.17796 1.89197 -2.29399 0.0 0.3 0.1
C 3.24198 2.69014 -2.70569 -0.1 -0.1 0.0
C 3.34532 3.98650 -2.22907 0.0 0.0 0.1
C 2.38956 4.46463 -1.34718 0.1 0.0 -0.1
C 1.37242 3.60735 -0.96752 -0.1 0.0 0.1
N 1.26799 2.36369 -1.42425 -0.2 -0.2 0.1
H 2.70139 -1.07695 -4.01918 0.0 0.0 0.0
H 3.99490 -0.04768 -3.37416 0.0 0.0 0.0
H 2.99236 0.52568 -4.71411 0.0 0.0 0.0
H -1.46690 -3.98876 -0.92378 0.0 0.0 0.0
H -2.32425 -6.10906 -1.90069 0.0 0.0 0.0
H -2.12289 -6.50601 -4.32982 0.0 0.0 0.0
H -1.07171 -4.80780 -5.77993 0.0 0.0 0.0
H -0.19077 -2.71189 -4.79160 0.0 0.0 0.0
H 3.97755 2.30393 -3.39550 0.0 0.0 0.0
H 4.16635 4.61555 -2.54602 0.0 0.0 0.0
H 2.42985 5.47333 -0.96250 0.0 0.0 0.0
H 0.61065 3.92568 -0.26454 0.0 0.0 0.0
C -3.93576 -0.44247 0.96668 0.1 0.2 0.2
Ge -3.11332 1.03812 1.97282 -0.1 0.0 -0.3
C -3.28640 2.72654 0.96153 0.0 -0.2 0.2
C -3.74737 1.17850 3.82970 0.2 0.0 -0.2
Ge -0.67244 0.57455 1.81177 0.0 -0.1 1.6
C -0.03354 -1.23234 2.20666 -0.1 0.3 -0.3
C 1.19430 -1.69943 1.73551 0.0 0.0 0.1
C 1.59969 -2.99510 2.00413 0.1 0.0 0.0
C 0.77925 -3.84156 2.73802 0.0 0.0 0.0
C -0.44963 -3.39186 3.19981 0.0 -0.1 0.0
C -0.85727 -2.09596 2.92658 -0.1 0.1 0.0
C 0.62845 1.95952 2.32740 -0.2 -0.3 -0.4
C 0.20461 3.09775 3.01317 -0.1 0.0 -0.1
C 1.10457 4.10182 3.33591 0.0 0.1 0.0
C 2.43627 3.98604 2.96160 0.0 0.0 0.0
C 2.86894 2.86085 2.27160 0.1 0.0 0.0
C 1.97020 1.85692 1.95188 0.0 -0.1 0.1
H -4.97207 -0.20328 0.72855 0.0 0.0 0.0
H -3.91755 -1.36325 1.54853 0.0 0.0 0.0
H -3.39287 -0.61665 0.03715 0.0 0.0 0.0
H -4.33511 3.00791 0.86659 0.0 0.0 0.0
H -2.87484 2.60603 -0.04190 0.0 0.0 0.0
H -2.75739 3.53873 1.46035 0.0 0.0 0.0
H -4.81510 1.39734 3.82142 0.0 0.0 0.0
H -3.22915 1.97657 4.35892 0.0 0.0 0.0
H -3.58642 0.24135 4.36024 0.0 0.0 0.0
H 1.83717 -1.05567 1.14587 0.0 -0.1 0.0
H 2.55480 -3.34864 1.63788 0.0 0.0 0.0
H 1.09766 -4.85459 2.94513 0.0 0.0 0.0
H -1.09266 -4.05395 3.76469 0.0 0.0 0.0
H -1.82091 -1.74657 3.28306 0.0 -0.1 0.0
H -0.83521 3.18965 3.30938 0.0 0.1 0.0
H 0.76778 4.97581 3.87810 0.0 0.0 0.0
H 3.13912 4.77033 3.21008 0.0 0.0 0.0
H 3.90890 2.76414 1.98634 0.0 0.0 0.0
H 2.32165 0.98216 1.41640 0.0 0.1 0.0
```
Forces are in eV/Å.

Output
- net charge = +1
- multiplicity = 2
- Kohn-Sham gap (alpha / beta) (Ha) = 0.267 / 0.174
- energy relative to the best compared isomer or geometry (same formula, charge and spin) (kJ/mol) = 0.0
- largest force on an atom (Eh/bohr) = 0.031

=====

(8)
C6H6 | ωB97M-V with the def2-TZVPD basis set

```
12
Properties=species:S:1:pos:R:3:forces:R:3
C 0.97750 0.83010 1.46016 0.0 0.0 0.0
C 0.40825 1.12379 0.13919 -0.1 0.2 -0.4
C 0.08505 1.44271 -1.03831 0.3 -0.1 0.6
C -0.98368 0.13794 -0.52492 -0.3 -0.3 0.0
C -0.58368 -1.10813 -1.16759 0.1 -0.4 -0.2
C -0.24458 -2.14697 -1.67213 -0.1 0.4 0.2
H 0.26579 1.02713 2.26853 0.1 0.0 -0.1
H 1.31323 -0.21077 1.51594 -0.1 0.1 0.0
H 1.84979 1.47408 1.60851 -0.1 -0.1 -0.1
H -1.87772 0.56390 -0.98059 0.1 -0.1 0.1
H -1.27229 -0.07003 0.51716 0.1 0.1 -0.1
H 0.06233 -3.06374 -2.12596 -0.1 0.2 0.1
```
Forces are in eV/Å.

Output
- Kohn-Sham gap (Ha) = 0.391
- energy relative to the best compared isomer or geometry (same formula, charge and spin) (kJ/mol) = 588.2
- largest force on an atom (Eh/bohr) = 0.013

=====

Q: What is the formula in the second record?
A: C4H2O2

=====

Please write out number 3 again, unchanged.
C5H7ClN2 | ωB97M-V with the def2-TZVPD basis set

```
15
Properties=species:S:1:pos:R:3:forces:R:3
C 1.86208 0.13529 -0.17919 -0.4 -1.9 -0.1
C 0.39508 -0.29445 0.17420 0.4 1.4 -1.0
C -0.32637 -1.13364 -0.84132 4.5 -0.8 -0.7
N -1.55915 -1.17315 -1.02928 -0.5 -0.6 -1.3
N -2.36408 -0.54962 -0.12554 0.5 2.1 5.0
C -1.83059 0.27741 0.82354 0.3 -1.9 -5.5
C -0.49597 0.96047 0.48287 0.2 -4.4 2.1
Cl -0.87095 1.90479 -0.87599 0.5 1.8 -1.4
H 2.42573 -0.86479 -0.29062 -0.4 1.7 0.3
H 2.26603 0.76440 0.66703 -0.2 -0.7 -1.2
H 1.84898 0.59368 -1.16848 0.4 0.5 0.3
H 0.60403 -0.94772 1.00595 -0.8 0.0 1.1
H 0.46316 -1.77986 -1.44098 -2.2 1.0 0.6
H -2.47161 0.71249 1.49542 -1.7 0.7 1.6
H 0.05363 1.39469 1.30240 -0.5 1.1 0.2
```
Forces are in eV/Å.

Output
- Kohn-Sham gap (Ha) = 0.337
- energy relative to the best compared isomer or geometry (same formula, charge and spin) (kJ/mol) = 321.8
- largest force on an atom (Eh/bohr) = 0.114
- SMILES = C[C@@H]1C=NN=C[C@@H]1Cl

=====

Q: Among the records above, which one has the highest largest force on an atom?
A: C2H2N2O2

=====

Q: Look up the largest force on an atom of the fifth one.
A: 0.119 Eh/bohr